Record 1
25
Properties=species:S:1:pos:R:3:mulliken_charge:R:1 method="wB97M-V/def2-TZVPD" homo_energy_ev=-8.3120 e_above_lowest_ev=2.776 smiles="NCC(N)=O.CC(C)C" orbital_gap_ev=9.0 lumo_energy_ev=0.735
O 1.738 -1.150 1.003 -0.6454
N -1.907 -1.891 1.451 -0.5723
N 0.264 -2.374 -0.245 -0.5136
C 0.405 1.020 -0.692 1.9478
C -0.808 -0.982 1.693 -0.6369
C 0.887 2.027 0.337 -1.5429
C 1.436 0.796 -1.779 -1.5023
C 0.606 -1.304 0.564 0.7073
C -0.961 1.358 -1.265 -1.4548
H 0.955 -3.109 -0.285 0.2481
H -0.708 -2.667 -0.204 0.2683
H 2.406 0.523 -1.355 0.3598
H -1.882 -2.689 2.078 0.2113
H 1.113 0.020 -2.476 0.3623
H 0.162 2.137 1.149 0.3552
H -2.804 -1.424 1.520 0.2200
H -1.710 1.437 -0.469 0.3375
H 1.593 1.721 -2.349 0.4128
H -1.128 0.058 1.620 0.3828
H -0.942 2.315 -1.800 0.4091
H -1.292 0.572 -1.949 0.3392
H 1.047 3.014 -0.112 0.4404
H 1.829 1.694 0.783 0.3320
H 0.012 0.049 0.137 -0.7718
H -0.311 -1.149 2.646 0.3062

=====

Record 2
24
Properties=species:S:1:pos:R:3:mulliken_charge:R:1 method="wB97M-V/def2-TZVPD" homo_energy_ev=-14.2593 e_above_lowest_ev=0.668 charge=+1 orbital_gap_ev=11.1 lumo_energy_ev=-3.169
N -1.531 -1.906 -0.019 -0.1845
N -0.535 -2.160 2.036 -0.4707
N -1.435 -0.130 1.444 -0.3412
C 0.665 2.232 -1.118 -0.8753
C -2.005 -1.137 -1.167 -0.9480
C -1.090 -1.368 1.106 0.6892
C 2.419 0.446 -0.461 -1.0823
C 1.829 1.837 -0.190 -0.2318
H 2.858 0.180 0.506 0.2955
H 0.575 3.313 -1.173 0.3595
H -1.883 -1.738 -2.060 0.3383
H 1.503 1.937 0.843 0.2786
H -2.048 0.416 0.865 0.2555
H -3.030 -0.782 -1.089 0.3721
H -1.298 -0.335 -1.341 0.2882
H 3.225 0.516 -1.194 0.3669
H -1.873 -2.851 0.061 0.2755
H -0.288 1.805 -0.769 0.0382
H -0.903 0.311 2.177 0.2330
H 2.560 2.631 -0.339 0.3101
H 0.761 1.744 -2.091 0.3073
H 0.193 -2.812 1.785 0.2566
H -0.420 -1.789 2.971 0.2361
H 1.751 -0.360 -0.786 0.2334

=====

Record 3
97
Properties=species:S:1:pos:R:3:mulliken_charge:R:1 method="wB97M-V/def2-TZVPD" homo_energy_ev=-12.2620 charge=+2 orbital_gap_ev=2.2 lumo_energy_ev=-10.012
Ca 2.468 6.970 1.025 1.7512
K 2.050 -0.977 -6.517 0.9191
Cl -4.791 1.288 6.355 0.0911
Cl 2.305 2.292 5.997 1.6129
Cl -2.540 3.060 5.976 -0.1049
Cl -3.762 2.749 8.584 -0.0541
Cl -2.202 0.593 7.452 -0.0255
S -2.498 -2.358 2.993 1.3447
S -6.611 4.826 7.338 1.1915
Al 4.079 -2.391 1.673 0.5439
F -0.726 -3.737 -13.272 -0.3442
F -7.917 6.389 5.610 -0.2079
F -7.301 1.472 5.822 -0.2758
F -1.841 -5.336 -12.011 -0.3426
F -8.549 6.630 7.658 -0.1856
F -9.157 4.891 6.542 -0.1892
O -5.603 5.846 7.524 -0.4416
O -0.850 -2.150 -9.233 -0.6665
O 1.102 -3.109 -6.426 -0.6206
O 1.431 -6.375 -2.960 -0.5564
O -6.993 4.165 8.569 -0.4296
O -3.017 -3.741 3.035 -0.6699
O 3.109 3.360 6.538 -0.6778
O 1.089 2.844 5.418 -0.6051
O 3.053 1.609 4.953 -0.6561
O 1.046 -5.671 -0.151 -0.4842
O 4.002 -2.759 -2.710 -0.3896
O -1.528 -3.159 -11.110 -0.3869
O -6.281 3.881 6.259 -0.2722
O 1.551 -0.671 -3.029 -0.3531
O 0.319 -4.618 -11.328 -0.3904
O -2.314 -1.843 4.363 -0.5284
O 1.967 1.358 7.035 -0.6635
O 3.909 -1.266 -0.338 -0.6734
O 1.409 -3.934 -9.498 -0.6337
N 3.626 2.925 1.611 -0.5133
N 0.291 6.164 1.721 -0.7050
C -0.689 -2.963 -10.120 0.6616
C -0.807 1.213 3.555 1.0125
C -0.814 6.729 1.185 -0.1797
C 3.884 0.300 -3.298 -1.3134
C 0.195 4.869 2.095 -0.3736
C 1.638 -2.053 0.359 0.8524
C 1.123 -0.911 1.209 -0.8266
C 2.379 -4.290 -1.711 0.2021
C -0.955 4.119 1.953 -0.0804
C -0.145 -0.974 2.020 0.7866
C -0.939 -2.271 1.988 -0.0874
C 2.515 2.863 0.792 -0.3549
C 3.716 -5.599 -3.905 -0.7495
C 0.465 -3.874 -10.255 0.6608
C -3.800 -1.361 2.115 -0.8478
C -0.555 0.239 2.851 -1.1319
C -2.075 4.726 1.401 -0.6523
C 0.809 -3.346 0.357 0.0051
C 3.085 -3.087 -1.703 -0.4198
C 3.157 0.458 2.198 0.2119
C 3.363 -2.259 -3.895 -0.2519
C 1.623 1.693 0.535 -0.5557
C -2.005 6.059 1.009 -0.5636
C -0.446 -3.439 1.155 -0.8585
C -8.126 5.723 6.762 0.5782
C 1.945 0.421 1.288 1.1827
C -3.317 1.917 7.097 0.2822
C 2.934 -2.033 -0.518 1.0492
C 2.804 -0.756 -3.784 -0.1780
C 1.384 -4.555 -0.502 -0.0138
C 3.894 1.755 2.285 -0.6370
B 2.511 -5.436 -2.851 0.3568
B -0.961 -4.230 -11.967 0.5033
H 4.536 -0.078 -2.461 0.1739
H 0.540 -3.000 -7.213 0.3624
H -1.411 1.901 4.215 -0.3906
H -2.861 6.561 0.577 0.4364
H 3.412 -0.488 2.744 0.2745
H 0.754 1.740 -0.179 0.4722
H -2.995 4.167 1.276 0.4905
H 2.260 3.828 0.254 0.3867
H 0.866 -0.848 -3.706 0.2781
H 4.147 -2.304 -4.724 0.3229
H 4.789 1.772 2.983 0.3318
H 3.720 -6.644 -4.332 0.3321
H 0.538 -3.583 -5.801 0.2716
H 2.513 -2.927 -4.270 0.2181
H -3.948 -1.854 1.111 0.3720
H -0.711 7.770 0.893 0.3313
H -1.056 -4.390 1.189 0.5576
H -3.384 -0.313 2.001 0.2294
H 2.513 -0.433 -4.863 0.5752
H 1.093 4.438 2.527 0.9753
H 3.301 1.189 -2.882 0.2980
H -0.976 3.083 2.268 0.4017
H -4.754 -1.376 2.731 0.3835
H 4.467 0.673 -4.196 0.4226
H 4.733 -5.384 -3.435 0.2970
H 3.628 -4.897 -4.803 0.1872
H 1.693 -7.211 -2.523 0.3316

=====

Record 4
117
Properties=species:S:1:pos:R:3:mulliken_charge:R:1 method="wB97M-V/def2-TZVPD" homo_energy_ev=-4.8905 e_above_lowest_ev=6.530 charge=-1 orbital_gap_ev=6.2 lumo_energy_ev=1.313
Cl -1.786 -1.615 -6.314 -0.2847
S 1.088 2.122 2.126 -0.6263
S -0.946 -2.145 -4.446 1.0858
P 2.918 -0.009 1.323 0.4234
P 0.795 -0.065 1.979 -0.8266
Si 2.380 -5.128 -0.496 0.7613
O 0.511 -1.766 1.653 0.9447
O 1.070 -4.020 -0.234 -0.2776
O -0.089 1.228 5.044 -0.5991
O -2.604 -0.909 3.464 -0.2544
O 0.323 -2.908 -4.726 -0.5702
O -0.912 0.170 2.383 -0.3500
O -1.939 -3.105 -3.821 -0.5604
N 0.391 8.588 -5.430 -0.5307
N 1.167 -0.362 3.683 1.1732
N -3.539 -6.865 -4.708 -0.5187
N -4.774 0.050 2.306 -0.6116
N 0.404 4.078 -0.909 -0.2043
N 0.206 7.058 2.398 -0.2380
N 3.169 1.085 0.128 -0.6685
C -1.522 -4.245 4.030 -0.5670
C -0.696 -2.343 2.266 0.7718
C -0.470 4.451 0.040 0.1408
C 0.725 7.639 -8.035 -0.1613
C -1.336 5.525 -0.089 -0.6828
C -1.031 -3.483 1.141 -0.4919
C 1.303 7.076 4.541 -0.6353
C 3.125 -5.847 1.144 -1.0546
C -0.297 8.268 2.693 -0.1825
C -4.091 -7.345 -2.014 -0.4341
C -0.509 8.842 -6.395 -0.1641
C 0.995 6.489 3.324 -0.0932
C 0.643 -0.548 -0.989 0.2846
C -3.236 -5.966 -3.755 -0.3749
C 1.673 7.362 -7.061 -0.4121
C -3.488 -6.159 -2.406 -0.3826
C 0.418 4.806 -2.037 -0.4158
C -4.417 -8.290 -2.977 -0.3108
C -0.046 8.939 3.879 -0.5274
C -0.577 -2.986 3.734 -0.5974
C 3.871 -4.364 -1.450 -0.9814
C -0.404 5.898 -2.261 -0.2537
C -4.120 -8.005 -4.301 -0.2653
C -3.102 -3.983 3.860 -0.8507
C -1.696 -1.068 2.326 -1.0457
C 1.711 -6.681 -1.461 -1.0474
C 0.771 8.327 4.819 -0.1356
C 2.317 1.490 5.290 -1.0123
C 0.168 0.408 0.203 -1.1185
C -0.655 -0.619 -3.371 -0.5242
C 1.023 0.760 4.605 0.1906
C 2.285 -1.275 3.984 -1.2334
C -1.299 6.261 -1.264 -0.3704
C -0.642 -1.109 -1.840 0.0258
C 1.462 7.854 -5.782 -0.1365
C -0.390 8.393 -7.700 -0.3813
C -3.788 -0.319 2.920 0.7370
C 0.278 -4.398 0.949 -0.3704
H -4.352 -8.713 -5.090 0.3671
H 4.467 -3.713 -0.695 0.2323
H -0.708 -2.214 4.590 0.4624
H -4.306 -7.532 -0.967 0.3816
H -3.580 -3.392 4.722 0.2715
H -3.220 -5.400 -1.681 0.4565
H -1.359 -4.525 5.148 0.4065
H -4.889 -9.226 -2.707 0.3496
H 0.991 8.820 5.760 0.3554
H 1.237 -7.426 -0.708 0.2447
H -1.961 7.110 -1.402 0.3747
H -0.477 9.915 4.063 0.3498
H 2.556 6.778 -7.288 0.3507
H 0.518 -3.356 3.839 0.1672
H 4.626 -5.173 -1.797 0.3486
H -0.055 -5.487 0.812 0.4210
H 2.172 7.661 -4.985 0.3915
H 3.819 0.402 2.384 0.0790
H -1.642 -0.908 -1.327 0.3019
H -1.205 -2.957 0.120 -0.0204
H -0.514 -2.261 -1.855 -0.1716
H -1.224 -5.205 3.450 0.1642
H 1.944 6.569 5.252 0.3599
H 3.313 -0.765 4.169 0.3600
H 3.094 0.715 5.666 0.2868
H -1.566 0.063 -3.598 0.3797
H 2.286 -6.115 1.897 0.2944
H 0.941 -6.322 -2.242 0.2605
H -3.349 -3.391 2.896 0.1189
H -2.022 5.779 0.709 0.3813
H 2.487 -2.120 3.247 0.0908
H -1.361 9.438 -6.085 0.3546
H 1.393 -1.369 -0.726 -0.3589
H 1.132 4.481 -2.788 0.3888
H 1.990 2.067 6.241 0.3385
H -2.310 -0.889 1.353 0.2198
H -0.989 0.518 0.160 0.3788
H 0.331 -0.139 -3.711 0.3751
H -1.995 -4.058 1.356 0.3542
H 3.727 -6.809 0.967 0.3414
H 3.466 -3.746 -2.325 0.2711
H -0.932 8.703 1.928 0.3618
H 3.551 0.482 -0.644 0.2309
H -0.348 6.451 -3.191 0.3858
H 1.390 5.513 3.058 0.4124
H -0.041 2.625 2.769 0.2526
H 3.787 -5.044 1.658 0.2276
H 2.600 -7.187 -1.991 0.3072
H 2.042 -1.792 4.999 0.3299
H 0.555 1.473 -0.034 0.3984
H -1.149 8.627 -8.436 0.3440
H 1.199 0.128 -1.760 0.4882
H 3.379 -1.326 0.906 -0.0565
H 0.950 -4.294 1.870 -0.0832
H -3.593 -5.023 3.721 0.3049
H -2.769 -5.053 -4.111 0.7938
H 2.788 2.258 4.577 0.1559
H -0.459 3.847 0.943 0.1090
H 0.855 7.270 -9.047 0.3538

=====

Record 5
20
Properties=species:S:1:pos:R:3:mulliken_charge:R:1 method="wB97M-V/def2-TZVPD" homo_energy_ev=-9.2773 e_above_lowest_ev=1.583 smiles="CC(=O)NCCN.O" orbital_gap_ev=9.9 lumo_energy_ev=0.589
O 0.796 2.027 -2.297 -0.6328
O -0.575 -2.236 -1.566 -0.6388
N 2.207 -0.064 1.704 -0.6124
N 0.145 -0.589 -0.270 -0.1070
C -0.030 0.529 0.608 -0.3580
C 0.839 0.417 1.912 -0.6544
C -2.285 -1.033 -0.462 -1.2638
C -0.887 -1.402 -0.729 0.7035
H -2.583 -0.877 0.559 0.4198
H 0.117 1.591 0.212 0.2778
H -1.122 0.522 0.818 0.1572
H -2.497 -0.089 -0.984 0.3220
H 0.914 1.427 2.316 0.3668
H -2.931 -1.813 -0.846 0.3016
H 0.935 -0.673 -0.884 0.2882
H 2.730 0.509 1.047 0.2217
H 1.014 1.147 -1.992 0.2966
H 2.263 -1.028 1.407 0.2456
H 0.483 1.939 -3.210 0.3176
H 0.465 -0.303 2.656 0.3489

=====

We obtain calculated total energy values of -11507.2793 -9909.0479 -217730.8396 -125768.2764 -11417.6336 eV for the records listed above, in that order.